# 1
Density functional theory data (wB97M-V/def2-TZVPD) for a structure of composition CH3F2PS2.

Last column: Mulliken charge in e.
Atoms and positions in Å:
C  1.0610  0.8827  0.5634  -0.886
F  -1.4715  -2.0890  -1.6135  -0.191
F  -1.6518  0.1625  -1.3325  -0.223
P  -0.9152  -1.0353  -0.5551  0.651
S  -1.6177  -1.2468  1.2560  -0.293
S  1.7049  -0.1353  -0.8000  -0.083
H  0.5633  0.3912  1.3117  0.324
H  0.3942  1.7030  0.2820  0.363
H  1.9328  1.3670  0.8880  0.338

Its frontier orbital gap is 7.26 eV. The value obtained for the energy relative to the best compared isomer or geometry (same formula, charge and spin) is 46.7 kcal/mol. The value obtained for the LUMO energy is -0.096 Eh.


# 2
Density functional theory data (wB97M-V/def2-TZVPD) for a cluster of 2 separate species, CH3F2PS2 in total.

Last column: Mulliken charge in e.
Atoms and positions in Å:
F  2.5262  1.2401  -1.7856  -0.251
P  1.8897  0.9286  -0.3250  0.606
F  1.4122  -0.5767  -0.6833  -0.226
S  3.6762  0.3055  0.7332  -0.319
H  3.6161  1.0535  2.0005  0.186
C  -2.4062  2.7996  0.0143  -0.272
S  -1.8670  1.4082  0.6138  -0.180
H  -1.5509  3.3599  -0.4783  0.210
H  -3.4541  3.2542  -0.0085  0.246

Its frontier orbital gap is 8.41 eV. The value obtained for the energy relative to the best compared isomer or geometry (same formula, charge and spin) is 47.3 kcal/mol. The value obtained for the LUMO energy is -0.020 Eh.


# 3
Density functional theory data (wB97M-V/def2-TZVPD) for the molecule CH3F2PS2.

Last column: Mulliken charge in e.
Atoms and positions in Å:
C  0.1173  -0.2915  -0.2733  -0.700
S  1.5864  -1.3198  0.4073  -0.031
P  2.9499  0.1130  -0.0110  0.786
F  2.3395  1.6217  1.1112  -0.444
F  2.4925  0.8931  -1.3302  -0.192
S  4.8001  -0.3555  0.0393  -0.271
H  -0.3283  -0.5455  -1.2889  0.306
H  0.4276  0.7986  -0.2402  0.260
H  -0.7934  -0.5362  0.4892  0.286

Its frontier orbital gap is 9.72 eV. The value obtained for the energy relative to the best compared isomer or geometry (same formula, charge and spin) is 30.6 kcal/mol. The value obtained for the LUMO energy is -0.016 Eh.


# 4
Density functional theory data (wB97M-V/def2-TZVPD) for the molecule CH3F3Si.

Last column: Mulliken charge in e.
Atoms and positions in Å:
F  -1.5702  1.3237  -0.0949  -0.365
C  -0.8827  -0.1400  -0.0328  0.613
F  -1.4330  -0.6481  1.0539  -0.200
F  -1.3962  -0.7381  -1.0857  -0.198
Si  1.0485  0.0461  0.0255  0.324
H  1.4349  -1.0359  0.9295  -0.064
H  1.4760  -0.1782  -1.3504  -0.062
H  1.3226  1.3706  0.5549  -0.048

Its frontier orbital gap is 12.97 eV. The value obtained for the energy relative to the best compared isomer or geometry (same formula, charge and spin) is 164.8 kcal/mol. The value obtained for the LUMO energy is 0.027 Eh.


# 5
Density functional theory data (wB97M-V/def2-TZVPD) for the molecule CH3F3Si.

Last column: Mulliken charge in e.
Atoms and positions in Å:
F  -1.5112  2.3146  -0.0753  -0.326
Si  -0.6905  0.8181  -0.0882  0.629
C  1.3850  0.3416  0.0381  0.088
F  1.9640  0.8410  -1.0952  -0.236
F  1.8343  1.1859  1.0359  -0.245
H  -1.1311  0.1367  1.1178  -0.076
H  -0.9616  0.2552  -1.4000  -0.074
H  1.8190  -0.6344  0.2386  0.240

Its frontier orbital gap is 10.71 eV. The value obtained for the energy relative to the best compared isomer or geometry (same formula, charge and spin) is 138.5 kcal/mol. The value obtained for the LUMO energy is 0.000 Eh.


# 6
Density functional theory data (wB97M-V/def2-TZVPD) for a cluster of 2 separate species, CH3FIP in total.

Last column: Mulliken charge in e.
Atoms and positions in Å:
C  -0.7840  1.3537  -0.0131  -0.786
F  1.2379  -2.6087  -1.0364  -0.216
P  0.8019  -1.7774  0.2357  0.195
I  -2.7674  1.5971  -0.4390  0.085
H  -0.7588  1.0080  0.9782  0.353
H  0.0127  2.0420  -0.4655  0.324
H  2.2578  -1.6148  0.7400  0.044

Its frontier orbital gap (alpha / beta) is 7.47 / 8.13 eV. The value obtained for the energy relative to the best compared isomer or geometry (same formula, charge and spin) is 77.6 kcal/mol. The value obtained for the LUMO energy (alpha / beta) is -0.036 / -0.018 Eh.


# 7
Density functional theory data (wB97M-V/def2-TZVPD) for a cluster of 2 separate species, CH3FIP in total.

Last column: Mulliken charge in e.
Atoms and positions in Å:
C  -1.7780  0.8063  -0.6111  -0.579
F  2.3338  -1.8303  0.5274  -0.264
P  1.7840  -0.3230  0.9278  0.222
I  -2.7857  -0.7399  0.5357  0.067
H  -1.9553  0.9657  -1.5648  0.392
H  -0.7407  0.7884  -0.3363  0.100
H  3.1418  0.3328  0.5213  0.061

Its frontier orbital gap (alpha / beta) is 8.29 / 7.50 eV. The value obtained for the energy relative to the best compared isomer or geometry (same formula, charge and spin) is 85.6 kcal/mol. The value obtained for the LUMO energy (alpha / beta) is -0.026 / -0.050 Eh.


# 8
Density functional theory data (wB97M-V/def2-TZVPD) for a cluster of 2 separate species, CH3FIP in total.

Last column: Löwdin spin population.
Atoms and positions in Å:
C  -2.4492  0.1415  0.3638  0.783
F  2.8457  -1.1869  0.4192  0.140
P  2.7225  0.3577  -0.0978  0.759
I  -0.5932  0.9602  0.1114  0.183
H  -2.9555  -0.1747  -0.5840  0.036
H  -2.6251  -0.2008  1.3009  0.051
H  3.0548  0.1031  -1.5135  0.048

Its frontier orbital gap (alpha / beta) is 8.34 / 8.46 eV. As for the spin multiplicity: 3. The value obtained for the energy relative to the best compared isomer or geometry (same formula, charge and spin) is 0.0 kcal/mol. The value obtained for the LUMO energy (alpha / beta) is 0.015 / -0.049 Eh.


# 9
Density functional theory data (wB97M-V/def2-TZVPD) for a cluster of 2 separate species, CH3FN2O in total.

Last column: Mulliken charge in e.
Atoms and positions in Å:
C  -0.8984  -0.8476  0.0107  0.155
N  0.5384  1.0573  -0.1122  -0.117
N  0.2013  -0.1346  -0.4233  0.058
O  -1.9508  -0.2870  0.0030  -0.434
F  1.6779  -1.1293  0.0382  -0.492
H  -0.7641  -1.8559  0.3885  0.381
H  0.8390  1.6795  -0.7336  0.207
H  0.3568  1.5176  0.8287  0.242

Its frontier orbital gap (alpha / beta) is 10.30 / 10.30 eV. The value obtained for the energy relative to the best compared isomer or geometry (same formula, charge and spin) is 75.9 kcal/mol. The value obtained for the LUMO energy (alpha / beta) is -0.019 / -0.019 Eh.


# 10
Density functional theory data (wB97M-V/def2-TZVPD) for a structure of composition CH3FN2O2.

Last column: Mulliken charge in e.
Atoms and positions in Å:
C  -0.0657  -0.4491  -0.0866  0.697
N  0.9109  0.3761  0.1417  -0.340
N  -1.7507  0.1731  0.5499  -0.068
O  -0.2213  -1.5400  -0.5273  -0.539
O  -2.5677  -0.7960  0.2702  -0.262
F  -1.8554  1.1941  -0.5687  -0.308
H  0.7234  1.3174  0.4421  0.242
H  1.8498  0.0871  -0.1072  0.258
H  -2.1549  -1.4476  -0.3545  0.321

Its frontier orbital gap is 10.07 eV. The value obtained for the energy relative to the best compared isomer or geometry (same formula, charge and spin) is 13.3 kcal/mol. The value obtained for the LUMO energy is 0.017 Eh.


# 11
Density functional theory data (wB97M-V/def2-TZVPD) for the molecule CH3FO2S.

Last column: Mulliken charge in e.
Atoms and positions in Å:
O  -1.3976  -0.6223  -1.0273  -0.529
S  -1.5770  0.0324  0.1853  0.835
O  -2.9120  0.1672  0.6550  -0.559
C  -0.8235  1.5939  0.1294  -0.195
F  0.5627  1.4260  0.0288  -0.247
H  -0.7320  -0.6125  1.1575  0.161
H  -1.0113  2.0155  -0.8919  0.236
H  -1.2111  2.2091  0.9629  0.300

Its frontier orbital gap is 12.25 eV. The value obtained for the energy relative to the best compared isomer or geometry (same formula, charge and spin) is 26.4 kcal/mol. The value obtained for the LUMO energy is 0.020 Eh.


# 12
Density functional theory data (wB97M-V/def2-TZVPD) for the molecule CH3FO2S.

Last column: Mulliken charge in e.
Atoms and positions in Å:
C  -0.2277  -0.8883  0.2304  -0.765
S  0.3526  0.7619  -0.1918  1.119
O  1.3808  0.8436  -1.4545  -0.541
O  0.7700  1.3747  1.0515  -0.516
F  -1.0383  1.4983  -0.6902  -0.237
H  -0.5166  -0.8348  1.3591  0.307
H  -1.1989  -1.1364  -0.2811  0.311
H  0.4781  -1.6191  -0.0233  0.322

Its frontier orbital gap is 11.76 eV. The value obtained for the energy relative to the best compared isomer or geometry (same formula, charge and spin) is 20.1 kcal/mol. The value obtained for the LUMO energy is 0.012 Eh.


Question: Which value of energy relative to the best compared isomer or geometry (same formula, charge and spin) does entry 7 give?
Answer: 85.6 kcal/mol